Below is a molecular structure, C14H14N2O2PbS2 at a distorted geometry, with properties calculated with ωB97M-V with the def2-TZVPD basis set.

lowest unoccupied orbital energy (spin up / spin down): -2.348 / -0.963 eV
DFT total energy: -48732.3458 eV
largest force on an atom: 3.2 eV Å⁻¹
Kohn-Sham gap (spin up / spin down): 6.26 / 7.44 eV

Element x y z (Å)
C -0.721 1.074 -4.283
C 0.661 0.943 -4.607
C 1.393 1.859 -3.790
C 0.458 2.551 -2.959
C -0.847 2.065 -3.271
Pb 1.039 -0.397 -0.924
N -0.918 -1.328 -0.673
C 0.194 -3.450 -2.419
C 1.275 -2.931 -3.025
H 2.473 2.008 -3.807
H 1.086 0.264 -5.340
H 0.696 3.324 -2.227
H -1.775 2.386 -2.802
H -1.533 0.501 -4.717
H 1.224 -2.528 -4.041
H -0.773 -3.510 -2.926
H -1.849 -0.862 -0.627
H 2.281 -2.999 -2.597
H 0.225 -3.899 -1.423
O -0.086 2.785 1.714
S 0.880 2.056 2.509
O 1.907 2.805 3.207
N 1.483 0.741 1.619
C 1.084 -0.452 2.083
S 1.418 -1.905 1.276
C 0.173 -0.382 3.221
C -0.749 -1.341 3.681
C -1.704 -0.974 4.649
C -1.716 0.352 5.157
C -0.891 1.338 4.583
C 0.015 0.963 3.601
H -0.716 -2.367 3.276
H -2.410 -1.718 5.033
H -2.372 0.633 5.988
H -0.907 2.394 4.865